(1)
C31H60Cl36FNO2S | wB97M-V/def2-TZVPD

Calculated values
Highest occupied orbital energy   -9.758 eV
Orbital gap   0.364 Ha

Each line ends with the Mulliken charge.
Atoms and positions in Å:
C 0.102 4.092 1.725  -1.10
C -0.672 3.005 2.484  0.31
C -2.102 2.872 1.947  -0.04
C -2.989 1.983 2.819  -0.75
C -2.329 0.626 3.154  -0.39
C -1.825 -0.118 1.925  -0.34
C -1.140 -1.464 2.237  -0.82
C 0.121 -1.308 3.092  -0.92
C 1.305 -0.795 2.250  -0.63
C 2.294 -1.919 1.925  -0.52
C 3.471 -1.374 1.107  -1.33
N 3.912 -2.372 0.082  0.29
C 4.356 -1.761 -1.127  -0.32
Cl 5.343 -0.334 -0.961  -0.21
C 4.066 -2.197 -2.342  0.64
C 4.483 -1.494 -3.598  -1.30
Cl 3.162 -3.641 -2.530  -0.01
S 4.956 -3.521 0.697  0.99
O 5.232 -3.207 2.059  -0.54
O 4.446 -4.814 0.412  -0.42
F 6.259 -3.332 -0.128  -0.20
H 1.174 3.914 1.803  0.42
H -0.140 5.062 2.159  0.11
H -0.179 4.094 0.674  0.32
H -0.698 3.242 3.551  0.26
H -0.141 2.057 2.375  -0.41
H -2.525 3.876 1.955  0.10
H -2.058 2.484 0.929  0.45
H -3.188 2.468 3.776  0.26
H -3.937 1.750 2.324  0.12
H -3.057 -0.023 3.648  0.31
H -1.530 0.825 3.869  0.16
H -2.676 -0.347 1.275  0.32
H -1.138 0.481 1.324  0.12
H -0.870 -1.904 1.274  0.06
H -1.873 -2.078 2.764  0.46
H 0.376 -2.278 3.523  0.56
H -0.045 -0.615 3.915  0.46
H 0.938 -0.416 1.291  0.48
H 1.855 -0.004 2.759  0.23
H 1.815 -2.726 1.370  0.18
H 2.671 -2.310 2.873  0.40
H 4.281 -1.048 1.748  0.28
H 3.120 -0.515 0.538  0.89
H 4.311 -0.424 -3.494  0.40
H 3.832 -1.829 -4.402  0.37
H 5.526 -1.686 -3.841  0.31
C -0.512 -5.285 -2.159  -0.14
Cl -0.178 -3.981 -1.010  -0.07
Cl -2.049 -5.068 -2.997  -0.16
H 0.279 -5.303 -2.898  0.05
H -0.543 -6.222 -1.614  0.30
C -1.610 8.071 2.294  -0.06
Cl 0.082 8.510 2.019  -0.19
Cl -2.223 6.960 1.062  -0.06
H -1.690 7.595 3.262  0.22
H -2.209 8.974 2.264  0.07
C 4.077 -8.129 0.386  0.22
Cl 2.959 -8.757 1.608  -0.19
Cl 3.332 -8.083 -1.208  -0.16
H 4.365 -7.122 0.665  -0.03
H 4.944 -8.778 0.345  0.22
C -5.925 3.508 -0.097  -0.47
Cl -6.666 3.029 1.437  -0.13
Cl -4.420 4.404 0.135  -0.03
H -5.709 2.615 -0.671  0.29
H -6.626 4.142 -0.628  0.35
C -1.028 -7.408 -6.318  -0.19
Cl 0.267 -7.226 -5.121  -0.12
Cl -2.572 -7.821 -5.564  -0.17
H -1.138 -6.472 -6.850  0.26
H -0.755 -8.203 -6.993  0.20
C -3.301 11.095 0.141  -0.07
Cl -4.167 10.707 1.639  -0.17
Cl -1.798 11.964 0.462  -0.16
H -3.067 10.166 -0.367  0.26
H -3.945 11.714 -0.471  0.09
C -6.353 14.014 -0.923  -0.28
Cl -6.534 12.255 -0.858  -0.12
Cl -6.089 14.599 -2.569  -0.15
H -7.259 14.463 -0.536  0.31
H -5.500 14.295 -0.316  0.26
C 7.903 -8.367 -1.209  -0.30
Cl 7.981 -10.121 -1.005  -0.15
Cl 6.452 -7.867 -2.086  -0.10
H 7.884 -7.909 -0.227  0.23
H 8.777 -8.043 -1.762  0.34
C -9.478 9.946 0.988  -0.36
Cl -7.779 9.921 1.476  -0.04
Cl -9.666 10.037 -0.767  -0.15
H -9.949 9.036 1.338  0.30
H -9.949 10.815 1.431  0.27
C 5.240 -1.431 5.198  0.11
Cl 4.602 0.035 4.443  -0.13
Cl 4.263 -1.947 6.576  -0.18
H 5.240 -2.223 4.459  -0.11
H 6.247 -1.223 5.543  0.36
C -4.814 8.093 3.981  0.61
Cl -3.504 8.563 5.081  -0.17
Cl -6.289 7.670 4.850  -0.18
H -5.014 8.922 3.316  -0.32
H -4.490 7.231 3.407  0.07
C -6.042 0.694 4.742  0.07
Cl -4.710 1.043 5.848  -0.16
Cl -7.539 0.305 5.598  -0.18
H -6.213 1.569 4.127  0.02
H -5.765 -0.155 4.128  0.24
C 1.752 6.878 -1.146  -0.09
Cl 1.989 5.154 -0.831  -0.13
Cl 0.268 7.188 -2.054  -0.15
H 1.685 7.392 -0.194  0.04
H 2.593 7.243 -1.724  0.33
C 7.599 -0.658 1.905  0.74
Cl 9.069 -0.527 0.931  -0.19
Cl 7.398 0.725 2.989  -0.16
H 6.761 -0.722 1.216  -0.62
H 7.665 -1.557 2.507  0.18
C -0.601 -7.535 -10.278  -0.13
Cl 0.666 -7.375 -9.053  -0.13
Cl -2.167 -7.946 -9.569  -0.15
H -0.694 -6.589 -10.796  0.30
H -0.315 -8.322 -10.963  0.13
C 0.533 -11.392 0.784  0.06
Cl -0.584 -12.033 1.998  -0.17
Cl -0.204 -11.321 -0.821  -0.15
H 0.822 -10.391 1.075  -0.01
H 1.400 -12.038 0.738  0.27
C 3.346 -10.100 -10.127  -0.19
Cl 3.407 -11.845 -9.876  -0.15
Cl 2.018 -9.627 -11.195  -0.14
H 3.199 -9.615 -9.169  0.19
H 4.277 -9.782 -10.580  0.30

---

(2)
C12H16Cl2FN2O | wB97M-V/def2-TZVPD

Calculated values
Charge   +1
Energy relative to the best compared isomer or geometry (same formula, charge and spin)   232.3 kJ/mol
Highest occupied orbital energy   -11.722 eV
Orbital gap   0.211 Ha

Each line ends with the natural charge from an NBO analysis.
Atoms and positions in Å:
C 3.147 -1.898 3.050  -0.61
C 1.732 -1.339 3.044  0.02
C 0.639 -2.262 3.026  0.26
N -0.723 -2.039 3.190  -0.19
C -1.789 -3.050 3.226  -0.27
C -3.136 -2.486 2.828  -0.09
O -3.389 -1.193 3.418  -0.50
C -2.430 -0.217 3.107  -0.08
C -1.017 -0.639 3.426  -0.30
H 3.855 -1.125 2.725  0.28
H 3.399 -2.314 4.022  0.22
H 3.258 -2.738 2.340  0.23
H 1.594 -0.299 3.471  0.28
H 0.946 -3.357 2.869  0.24
H -1.561 -3.883 2.550  0.25
H -1.896 -3.470 4.248  0.25
H -3.244 -2.437 1.743  0.19
H -3.957 -3.077 3.230  0.24
H -2.565 0.092 2.054  0.19
H -2.727 0.606 3.755  0.23
H -0.888 -0.373 4.479  0.25
H -0.388 -0.005 2.784  0.26
Cl 0.075 0.621 -0.707  -0.01
C 1.551 1.542 -0.692  0.19
N 2.339 1.466 0.398  -0.43
F 2.189 -0.503 1.802  -0.35
C 3.459 2.191 0.342  0.17
Cl 4.523 2.117 1.679  0.03
C 3.761 3.091 -0.681  -0.25
C 2.900 3.201 -1.799  -0.12
C 1.785 2.381 -1.754  -0.28
H 4.626 3.615 -0.499  0.23
H 3.114 3.864 -2.577  0.24
H 1.023 2.320 -2.501  0.24

---

(3)
C3H7NS3 | wB97M-V/def2-TZVPD

Calculated values
Energy relative to the best compared isomer or geometry (same formula, charge and spin)   86.6 kJ/mol
Highest occupied orbital energy   -8.856 eV
Orbital gap   0.340 Ha

Each line ends with the natural charge from an NBO analysis.
Atoms and positions in Å:
C 0.901 0.652 -1.815  -0.73
S 0.931 -1.008 -1.122  0.19
C -0.126 -0.758 0.292  0.09
C 0.575 -0.506 1.603  -0.54
S 1.036 1.293 1.833  -0.05
N -1.401 -0.686 0.361  -0.56
S -2.360 -0.996 -0.987  0.21
H -0.085 0.946 -2.158  0.22
H 1.308 1.390 -1.151  0.23
H 1.571 0.538 -2.656  0.23
H 1.487 -1.102 1.766  0.24
H -0.175 -0.749 2.352  0.24
H -0.233 1.713 1.942  0.13
H -3.431 -0.727 -0.260  0.11

---

(4)
C17H15ClF3N2O10PS | wB97M-V/def2-TZVPD

Calculated values
Highest occupied orbital energy   -8.380 eV
Orbital gap   0.292 Ha

Each line ends with the natural charge from an NBO analysis.
Atoms and positions in Å:
O 4.733 4.838 2.750  -0.97
P 3.269 4.470 3.316  1.17
Cl 2.066 5.649 2.070  -0.36
C 2.856 2.860 2.499  -0.37
C 1.521 2.591 2.328  -0.19
C 1.058 1.366 1.780  -0.14
S -0.685 1.259 1.606  0.05
C 1.953 0.391 1.417  -0.23
C 3.333 0.618 1.609  0.20
N 4.217 -0.367 1.279  -0.40
C 5.486 -0.109 1.446  0.01
C 5.949 1.130 1.953  0.01
N 5.132 2.086 2.299  -0.39
C 3.800 1.859 2.139  0.08
H 4.962 4.387 1.928  0.51
H 0.777 3.326 2.607  0.23
H -0.822 -0.047 1.369  0.15
H 1.633 -0.543 0.979  0.25
H 6.206 -0.880 1.185  0.19
H 7.013 1.306 2.070  0.20
O 0.396 -2.666 2.450  -0.56
C 1.308 -3.344 2.119  0.97
O 1.858 -4.333 2.860  -0.48
C 2.819 -5.021 2.053  -0.13
C 3.147 -3.985 0.996  0.44
F 3.408 -4.545 -0.210  -0.33
O 1.945 -3.246 0.923  -0.49
H 2.353 -5.897 1.598  0.20
H 3.670 -5.324 2.656  0.21
H 3.957 -3.304 1.249  0.17
O 0.959 0.196 -1.717  -0.55
C -0.107 0.093 -2.217  0.97
O -0.346 0.040 -3.548  -0.48
C -1.734 -0.247 -3.752  -0.13
C -2.341 0.218 -2.445  0.45
F -3.402 -0.542 -2.073  -0.33
O -1.284 0.014 -1.531  -0.50
H -1.870 -1.323 -3.875  0.20
H -2.111 0.278 -4.624  0.22
H -2.636 1.268 -2.434  0.16
O -5.773 1.547 -4.565  -0.56
C -6.535 1.121 -3.766  0.97
O -7.317 1.873 -2.959  -0.48
C -8.187 1.002 -2.229  -0.13
C -7.435 -0.313 -2.288  0.44
F -8.263 -1.382 -2.340  -0.32
O -6.734 -0.201 -3.512  -0.49
H -9.143 0.919 -2.747  0.20
H -8.340 1.379 -1.222  0.21
H -6.718 -0.465 -1.480  0.16

---

(5)
CH20O9 | wB97M-V/def2-TZVPD

Calculated values
Energy relative to the best compared isomer or geometry (same formula, charge and spin)   165.2 kJ/mol
Highest occupied orbital energy   -10.232 eV
Orbital gap   0.377 Ha

Each line ends with the natural charge from an NBO analysis.
Atoms and positions in Å:
C 5.353 3.937 0.494  -0.25
O 5.145 2.710 -0.138  -0.71
H 5.075 4.002 1.546  0.16
H 6.390 4.252 0.377  0.18
H 4.790 4.675 -0.078  0.16
H 4.197 2.590 -0.045  0.46
O -3.027 2.518 1.017  -0.95
H -2.841 1.592 1.171  0.47
H -3.860 2.520 0.544  0.47
O -5.030 -1.591 -3.317  -0.94
H -5.714 -2.231 -3.514  0.47
H -4.299 -2.113 -2.988  0.48
O 0.164 -2.123 2.624  -0.95
H 0.007 -1.483 1.930  0.48
H 0.877 -2.668 2.291  0.47
O -3.804 -2.037 3.359  -0.94
H -3.815 -2.575 4.151  0.47
H -2.879 -1.829 3.223  0.47
O -0.577 -0.393 -0.671  -0.95
H -0.261 0.366 -1.160  0.48
H -0.683 -1.078 -1.332  0.48
O 2.834 -2.940 -1.947  -0.93
H 3.366 -2.776 -1.169  0.47
H 2.094 -3.456 -1.628  0.47
O 0.790 3.676 1.441  -0.95
H 1.022 4.179 2.221  0.47
H -0.119 3.415 1.585  0.48
O -1.838 -3.457 -3.053  -0.95
H -1.504 -3.270 -3.931  0.48
H -1.853 -4.413 -3.002  0.47

---

(6)
C5H2ClN | wB97M-V/def2-TZVPD

Calculated values
Energy relative to the best compared isomer or geometry (same formula, charge and spin)   109.5 kJ/mol
Highest occupied orbital energy   -9.614 eV
Orbital gap   0.318 Ha

Each line ends with the natural charge from an NBO analysis.
Atoms and positions in Å:
N -4.243 -0.286 -0.117  -0.23
C -3.106 0.088 -0.094  0.21
C -1.731 0.131 -0.086  -0.11
C -0.498 0.048 -0.158  0.11
C 0.884 0.431 0.019  -0.33
C 1.993 -0.369 0.184  -0.16
Cl 3.640 -0.038 -0.179  0.05
H 1.168 1.507 0.289  0.25
H 1.894 -1.512 0.142  0.22

---

(7)
C5H10O | wB97M-V/def2-TZVPD

Calculated values
Energy relative to the best compared isomer or geometry (same formula, charge and spin)   342.8 kJ/mol
Highest occupied orbital energy   -8.751 eV
Orbital gap   0.366 Ha

Each line ends with the natural charge from an NBO analysis.
Atoms and positions in Å:
C -0.227 -0.695 -2.469  -0.62
C -0.694 -0.072 -1.165  -0.06
O 0.434 0.122 -0.329  -0.52
C 0.127 0.748 0.880  0.06
C -0.483 -0.105 1.945  -0.54
C 1.141 0.500 1.910  -0.40
H -1.079 -0.861 -3.138  0.21
H 0.261 -1.658 -2.284  0.21
H 0.488 -0.038 -2.975  0.21
H -1.191 0.894 -1.354  0.16
H -1.424 -0.725 -0.663  0.17
H -0.255 1.759 0.765  0.18
H -0.030 0.115 2.949  0.29
H -0.432 -1.172 1.716  0.21
H 1.412 1.352 2.554  0.22
H 1.953 -0.165 1.659  0.23

---

(8)
C4H9N2O | wB97M-V/def2-TZVPD

Calculated values
Charge   +1
Energy relative to the best compared isomer or geometry (same formula, charge and spin)   363.6 kJ/mol
Highest occupied orbital energy   -13.898 eV
Orbital gap   0.354 Ha

Each line ends with the natural charge from an NBO analysis.
Atoms and positions in Å:
C -0.353 1.567 -0.087  -0.66
C -0.008 0.154 -0.295  0.32
N 0.932 -0.141 -1.401  -0.71
C -1.111 -0.813 0.111  -0.58
C -0.339 -1.255 1.427  0.70
O -0.658 -1.826 2.389  -0.50
N 0.738 -0.473 1.219  -0.68
H -0.874 1.707 0.950  0.30
H -0.852 1.885 -1.061  0.25
H 0.711 2.122 -0.063  0.22
H 0.427 -0.323 -2.227  0.45
H 1.599 -0.899 -1.115  0.48
H 1.629 0.658 -1.560  0.46
H -1.430 -1.586 -0.437  0.25
H -2.047 -0.470 0.506  0.28
H 1.636 -0.307 1.645  0.42

---

(9)
C15H25BrIInO3P2 | wB97M-V/def2-TZVPD

Calculated values
Charge   +2
Highest occupied orbital energy   -13.896 eV
Orbital gap   0.219 Ha

Each line ends with the natural charge from an NBO analysis.
Atoms and positions in Å:
C 0.395 0.116 -2.816  -0.84
I 2.443 -0.028 -2.102  0.20
H 0.968 0.471 -3.703  0.28
H -0.497 0.807 -2.582  0.24
H 0.046 -0.951 -2.797  0.23
In -0.484 -0.105 0.125  1.12
P -0.083 2.443 0.108  0.95
C -1.412 3.390 0.951  -0.95
C 1.416 2.850 1.119  -0.93
H 1.693 3.924 1.019  0.28
H 0.463 4.419 -1.212  0.29
H 2.233 2.195 0.763  0.26
H 0.943 2.890 -2.065  0.26
H -1.491 3.043 2.003  0.28
H 1.189 2.600 2.173  0.28
C 0.164 3.378 -1.454  -0.94
H -1.186 4.478 0.923  0.28
H -0.789 3.384 -2.020  0.26
H -2.376 3.190 0.444  0.26
P 0.009 -2.698 0.150  1.03
C -1.401 -3.718 0.674  -0.95
C 0.482 -3.302 -1.485  -0.97
H 2.256 -2.495 1.074  0.27
H 1.699 -4.199 0.879  0.28
H 1.104 -3.211 2.266  0.27
C 1.405 -3.185 1.204  -0.95
H 1.404 -2.802 -1.831  0.27
H 0.646 -4.388 -1.393  0.28
H -1.221 -4.743 0.301  0.28
H -2.355 -3.317 0.299  0.27
H -0.324 -3.098 -2.205  0.26
H -1.441 -3.735 1.774  0.29
C -2.766 -0.501 0.864  0.51
O -3.899 -0.500 1.004  -0.38
Br -2.257 2.084 4.286  0.06
C -1.405 0.669 5.237  -0.06
C -1.197 0.810 6.594  -0.23
C -0.694 -0.289 7.336  -0.16
C -0.355 -1.491 6.691  -0.19
C -0.560 -1.605 5.330  -0.18
C -1.001 -0.514 4.558  -0.17
C -1.121 -0.580 3.029  0.83
O -2.064 -1.304 2.563  -0.64
O -0.219 0.101 2.363  -0.79
H -1.536 1.702 7.099  0.25
H -0.568 -0.194 8.409  0.24
H 0.061 -2.334 7.210  0.24
H -0.377 -2.484 4.752  0.21